1.
Molecular formula: C43H48MnN2P2Si2Te
Method: DFT, wB97M-V/def2-TZVPD

The geometry in XYZ format:
```
99
Properties=species:S:1:pos:R:3
Mn 0.453 -0.873 0.558
C 3.967 1.795 1.955
Si 2.813 0.424 1.469
C 3.731 -0.747 0.325
C 2.384 -0.540 3.017
N 1.350 1.045 0.819
P 0.728 1.324 -0.679
C -0.375 0.111 -1.192
P -1.822 -0.096 -0.310
N -1.499 -0.331 1.264
Si -2.271 -0.627 2.763
C -1.493 -2.159 3.531
C -1.973 0.815 3.884
C -4.112 -0.924 2.759
C -2.636 -1.591 -1.001
C -3.160 -1.551 -2.297
C -3.750 -2.674 -2.857
C -3.824 -3.862 -2.130
C -3.298 -3.916 -0.850
C -2.708 -2.782 -0.290
C -3.122 1.145 -0.659
C -2.842 2.322 -1.344
C -3.839 3.267 -1.573
C -5.133 3.035 -1.132
C -5.438 1.841 -0.487
C -4.440 0.903 -0.258
C 0.194 3.066 -0.598
C -0.384 3.531 0.586
C -0.874 4.829 0.661
C -0.784 5.676 -0.438
C -0.204 5.221 -1.616
C 0.279 3.918 -1.695
C 2.083 1.347 -1.900
C 3.160 2.220 -1.725
C 4.263 2.156 -2.564
C 4.299 1.215 -3.589
C 3.227 0.352 -3.777
C 2.120 0.416 -2.934
H 4.789 1.456 2.602
H 3.392 2.557 2.496
H 4.406 2.260 1.066
H 3.899 -1.711 0.813
H 4.704 -0.320 0.051
H 3.191 -0.917 -0.611
H 3.242 -1.135 3.353
H 1.552 -1.237 2.894
H 2.090 0.145 3.823
H -0.617 -2.479 2.963
H -2.201 -2.997 3.549
H -1.164 -1.984 4.563
H -0.905 1.056 3.945
H -2.337 0.594 4.897
H -2.504 1.702 3.517
H -4.425 -1.650 2.001
H -4.674 0.003 2.609
H -4.390 -1.326 3.742
H -3.098 -0.629 -2.867
H -4.155 -2.627 -3.860
H -4.289 -4.739 -2.566
H -3.346 -4.838 -0.281
H -2.291 -2.832 0.709
H -1.848 2.488 -1.728
H -3.597 4.182 -2.100
H -5.910 3.772 -1.308
H -6.455 1.638 -0.172
H -4.695 -0.038 0.213
H -0.446 2.865 1.438
H -1.327 5.183 1.580
H -1.160 6.691 -0.376
H -0.127 5.879 -2.472
H 0.720 3.563 -2.620
H 3.130 2.955 -0.927
H 5.094 2.837 -2.421
H 5.161 1.162 -4.244
H 3.248 -0.373 -4.583
H 1.274 -0.251 -3.059
Te 0.610 -3.524 0.125
C 0.907 -3.646 -1.934
C -0.094 -4.236 -2.695
C 0.065 -4.321 -4.074
C 1.216 -3.827 -4.675
C 2.208 -3.234 -3.903
C 2.052 -3.128 -2.527
C 2.155 -4.793 0.743
C 3.481 -4.551 0.408
C 4.465 -5.432 0.837
C 4.124 -6.538 1.609
C 2.796 -6.771 1.947
C 1.802 -5.898 1.512
H -0.996 -4.612 -2.225
H -0.713 -4.772 -4.675
H 1.340 -3.899 -5.749
H 3.102 -2.840 -4.371
H 2.814 -2.638 -1.934
H 3.754 -3.690 -0.190
H 5.500 -5.249 0.571
H 4.897 -7.220 1.947
H 2.527 -7.634 2.544
H 0.764 -6.085 1.764
```

Properties
E: -121299.74332 eV
LUMO energy (spin up / spin down): 0.3 / 0.1 eV
Multiplicity: 6
Kohn-Sham gap (spin up / spin down): 7.10 / 7.63 eV

So, what does the Mulliken scheme give us? The charges, in e, come out as: -0.93, -1.12, 0.30, 0.05, -1.03, 0.13, 3.79, -1.92, 1.69, 0.35, 0.02, -0.74, -1.09, -1.16, 0.21, -0.62, -0.71, -0.49, -1.09, -0.12, 0.31, -0.36, -0.58, -0.62, -0.84, -0.49, -0.79, -0.30, -0.76, -0.48, -0.77, 0.05, -0.21, -0.34, -0.94, -0.64, -0.57, -0.72, 0.40, 0.29, 0.25, 0.20, 0.48, -0.60, 0.38, 0.15, 0.26, -0.16, 0.34, 0.42, 0.21, 0.35, 0.28, 0.31, 0.28, 0.44, 0.44, 0.44, 0.39, 0.41, 0.53, 0.41, 0.48, 0.38, 0.43, 0.49, 0.46, 0.43, 0.40, 0.40, 0.51, 0.68, 0.40, 0.41, 0.45, 0.55, 0.20, 1.05, -0.44, -0.73, -0.71, -0.78, -0.36, 0.62, -0.08, -0.88, -0.46, -0.64, -0.46, 0.49, 0.43, 0.40, 0.49, 0.12, 0.26, 0.42, 0.38, 0.40, 0.39

=====

2.
Molecular formula: C38H30CdGeN5O4S
Method: DFT, wB97M-V/def2-TZVPD

The geometry in XYZ format:
```
80
Properties=species:S:1:pos:R:3
Cd -0.095 -0.488 -1.383
N -7.568 2.559 2.040
C -6.353 2.207 1.477
C -6.075 2.504 0.142
C -4.841 2.199 -0.402
C -3.870 1.597 0.382
C -4.134 1.295 1.711
C -5.365 1.595 2.255
S -2.296 1.212 -0.293
O -2.271 1.735 -1.647
O -1.272 1.677 0.615
N -2.105 -0.385 -0.355
C -2.900 -1.097 -1.240
N -2.205 -1.759 -2.178
C -2.894 -2.488 -3.048
C -4.275 -2.558 -3.004
C -4.894 -1.836 -1.995
N -4.225 -1.116 -1.102
H -8.331 2.703 1.401
H -7.835 2.060 2.872
H -6.830 2.984 -0.469
H -4.621 2.423 -1.436
H -3.370 0.824 2.316
H -5.567 1.365 3.294
H -2.316 -3.018 -3.796
H -4.837 -3.141 -3.716
H -5.974 -1.839 -1.893
O 2.708 -2.761 -3.497
C 1.925 -2.250 -2.713
O 1.207 -1.212 -2.935
C 1.779 -2.928 -1.341
C 2.565 -4.072 -1.066
C 2.430 -4.686 0.141
C 1.504 -4.187 1.089
C 1.305 -4.767 2.363
C 0.394 -4.232 3.229
C -0.362 -3.097 2.862
C -0.192 -2.511 1.640
C 0.752 -3.049 0.734
N 0.928 -2.441 -0.474
H 3.248 -4.408 -1.831
H 3.021 -5.560 0.389
H 1.883 -5.641 2.636
H 0.245 -4.680 4.202
H -1.079 -2.685 3.560
H -0.765 -1.641 1.344
C 1.635 0.600 4.295
C 2.199 -0.421 3.545
C 2.315 -0.284 2.171
C 1.880 0.877 1.529
C 1.292 1.886 2.293
C 1.179 1.752 3.668
Ge 2.019 1.089 -0.392
C 3.660 0.346 -1.121
C 4.689 -0.107 -0.294
C 5.867 -0.596 -0.839
C 6.027 -0.646 -2.215
C 5.011 -0.198 -3.048
C 3.838 0.297 -2.504
C 1.718 2.923 -0.978
C 2.601 3.886 -0.483
C 2.485 5.214 -0.865
C 1.488 5.592 -1.754
C 0.609 4.642 -2.251
C 0.724 3.314 -1.864
H 1.543 0.497 5.369
H 2.538 -1.330 4.026
H 2.741 -1.099 1.596
H 0.904 2.774 1.810
H 0.723 2.543 4.249
H 4.586 -0.063 0.783
H 6.660 -0.939 -0.186
H 6.941 -1.039 -2.641
H 5.123 -0.251 -4.122
H 3.042 0.616 -3.166
H 3.389 3.605 0.209
H 3.172 5.951 -0.470
H 1.396 6.627 -2.055
H -0.175 4.933 -2.938
H 0.003 2.600 -2.239
```

Properties
E: -127449.83833 eV
LUMO energy (spin up / spin down): -0.1 / -1.9 eV
Energy above the lowest of the compared OMol25 structures with the same formula, charge and spin: 3.5 kcal per mole
Multiplicity: 2
Kohn-Sham gap (spin up / spin down): 7.54 / 6.41 eV

So, what does the Mulliken scheme give us? The charges, in e, come out as: 2.15, -0.56, 1.06, -0.81, -0.20, -0.71, -0.54, -0.84, 1.50, -0.70, -0.45, 0.02, 0.23, -0.31, -0.16, -0.74, -0.22, -0.50, 0.22, 0.22, 0.29, 0.51, 0.44, 0.29, 0.48, 0.38, 0.43, -0.71, 0.62, -0.92, 0.13, -0.85, -0.93, 1.35, -0.81, -0.62, -0.73, -0.51, -0.32, 0.37, 0.60, 0.43, 0.42, 0.41, 0.48, 0.38, -0.59, -0.94, -0.10, 1.20, -0.37, -0.80, -0.78, 0.65, -0.20, -0.74, -0.51, -0.58, -0.56, 0.53, -0.35, -0.70, -0.42, -0.71, -0.10, 0.40, 0.45, 0.54, 0.31, 0.41, 0.43, 0.43, 0.39, 0.40, 0.32, 0.40, 0.39, 0.38, 0.42, 0.09

=====

3.
Molecular formula: C2H5NO
Method: DFT, wB97M-V/def2-TZVPD

The geometry in XYZ format:
```
9
Properties=species:S:1:pos:R:3
C -0.256 -0.223 -0.625
C 0.647 0.895 -0.268
N -0.444 -1.347 0.686
O -0.921 -0.472 -1.536
H 0.417 1.933 -0.596
H 0.535 1.012 0.829
H 1.646 0.628 -0.634
H -0.226 -0.792 1.445
H -1.398 -1.634 0.699
```

Properties
E: -5691.58278 eV
Structure (SMILES): CC(N)=O
LUMO energy: 0.8 eV
Energy above the lowest of the compared OMol25 structures with the same formula, charge and spin: 38.0 kcal per mole
Kohn-Sham gap: 10.40 eV

So, what does the Mulliken scheme give us? The charges, in e, come out as: 0.57, -0.78, -0.60, -0.42, 0.30, 0.27, 0.21, 0.22, 0.23

=====

4.
Molecular formula: C4H2O2
Method: DFT, wB97M-V/def2-TZVPD

The geometry in XYZ format:
```
8
Properties=species:S:1:pos:R:3
O -2.797 -0.545 0.465
C -1.634 -0.338 0.325
C -0.930 0.749 -0.417
C 0.282 0.698 -0.525
C 1.643 0.264 -0.274
O 1.837 -0.737 0.381
H -0.832 -0.984 0.733
H 2.433 0.891 -0.688
```

Properties
E: -8270.99626 eV
Structure (SMILES): O=CC#CC=O
LUMO energy: -1.2 eV
Energy above the lowest of the compared OMol25 structures with the same formula, charge and spin: 35.3 kcal per mole
Kohn-Sham gap: 9.52 eV

So, what does the Mulliken scheme give us? The charges, in e, come out as: -0.42, 0.26, -0.15, 0.07, 0.00, -0.40, 0.33, 0.32

=====

5.
Molecular formula: C36H70BeF3O28
Method: DFT, wB97M-V/def2-TZVPD

The geometry in XYZ format:
```
138
Properties=species:S:1:pos:R:3
Be 1.382 -2.636 -1.996
C 1.305 0.021 3.662
O -0.030 -0.109 3.315
O 2.033 -0.552 2.620
C 1.633 1.492 4.141
F 0.522 2.236 4.272
F 2.201 1.538 5.365
F 2.442 2.181 3.385
C -1.010 -0.153 4.386
C -2.342 -0.136 3.871
H -2.522 0.653 3.141
H -2.619 -1.081 3.404
H -3.105 0.026 4.632
H -0.920 0.588 5.180
H -0.884 -1.156 4.794
H 1.477 -0.601 4.541
C -8.819 -5.327 6.250
C -8.669 -6.680 5.506
C -10.060 -6.847 4.792
O -10.291 -5.521 4.432
C -9.910 -4.603 5.433
H -7.881 -4.786 6.128
H -8.848 -5.425 7.335
H -8.447 -7.472 6.221
H -7.844 -6.644 4.795
H -10.891 -7.274 5.354
H -10.140 -7.337 3.822
H -10.797 -4.363 6.020
H -9.538 -3.698 4.953
C 6.470 8.490 -3.654
C 6.119 8.504 -5.139
C 4.785 9.203 -5.022
O 4.127 8.563 -3.924
C 5.112 8.232 -2.969
H 6.758 9.497 -3.353
H 7.265 7.752 -3.548
H 6.011 7.456 -5.416
H 6.838 9.079 -5.723
H 4.119 9.149 -5.884
H 4.826 10.268 -4.794
H 5.134 7.190 -2.653
H 4.994 8.810 -2.052
C -2.100 4.228 -1.511
O -1.675 4.653 -2.795
C -1.181 3.753 -3.632
O -0.770 2.578 -3.363
O -1.128 4.348 -4.894
C -0.155 3.824 -5.782
H -3.085 3.767 -1.434
H -2.166 5.133 -0.906
H -1.368 3.520 -1.122
H -0.667 3.009 -6.294
H 0.822 3.673 -5.322
H 0.004 4.627 -6.501
C 8.293 -5.812 -0.729
O 8.471 -6.168 -2.075
C 7.518 -5.841 -2.956
O 6.474 -5.198 -2.853
O 7.975 -6.303 -4.131
C 7.417 -5.926 -5.438
H 7.969 -4.775 -0.636
H 9.196 -6.098 -0.192
H 7.558 -6.445 -0.232
H 7.891 -6.565 -6.184
H 7.815 -4.919 -5.557
H 6.334 -5.801 -5.464
C 5.506 0.106 -7.958
O 6.428 0.623 -7.006
C 6.176 0.597 -5.653
O 5.127 0.180 -5.120
O 7.273 1.112 -4.978
C 7.301 0.948 -3.626
H 5.731 0.567 -8.920
H 4.491 0.338 -7.639
H 5.597 -0.980 -7.979
H 6.644 1.668 -3.140
H 8.352 1.064 -3.358
H 7.085 -0.082 -3.341
C -5.238 5.733 6.247
O -6.503 6.369 6.172
C -7.440 6.071 5.174
O -7.395 5.133 4.309
O -8.567 6.754 5.456
C -9.567 6.809 4.414
H -4.620 6.160 5.457
H -5.216 4.646 6.177
H -4.810 5.806 7.247
H -9.906 5.875 3.965
H -9.088 7.345 3.595
H -10.500 7.295 4.700
C -5.683 -5.541 -1.784
O -5.961 -5.008 -3.098
C -5.268 -3.920 -3.458
O -4.317 -3.420 -2.880
O -5.833 -3.541 -4.657
C -5.311 -2.460 -5.434
H -4.763 -6.094 -1.597
H -6.563 -6.164 -1.621
H -5.703 -4.654 -1.151
H -5.723 -1.528 -5.046
H -5.734 -2.537 -6.436
H -4.233 -2.432 -5.273
C 14.096 -0.214 3.134
O 12.722 -0.032 3.621
C 12.517 0.758 4.694
O 13.328 1.511 5.228
O 11.256 0.531 5.226
C 10.816 1.165 6.465
H 14.234 -0.960 2.352
H 14.766 -0.599 3.902
H 14.522 0.757 2.882
H 10.900 2.245 6.342
H 11.370 0.720 7.291
H 9.759 0.978 6.659
C 0.195 -9.968 -0.379
O 0.702 -9.874 0.938
C 0.979 -8.674 1.537
O 0.658 -7.519 1.146
O 1.620 -8.978 2.742
C 1.691 -7.950 3.767
H 0.748 -9.352 -1.088
H -0.836 -9.616 -0.358
H 0.003 -10.973 -0.754
H 2.094 -6.981 3.471
H 2.401 -8.308 4.512
H 0.750 -7.720 4.266
C -9.074 1.922 -1.469
O -9.633 3.180 -1.297
C -9.223 4.186 -2.106
O -8.270 4.157 -2.827
O -10.021 5.252 -1.828
C -9.907 6.446 -2.577
H -9.352 1.395 -2.382
H -9.334 1.298 -0.614
H -8.013 2.162 -1.538
H -8.938 6.921 -2.422
H -10.644 7.187 -2.268
H -10.077 6.317 -3.646
```

Properties
Total charge: +1
E: -104328.50891 eV
LUMO energy: -9.4 eV
Kohn-Sham gap: 1.31 eV

Here are the Mulliken charges for atoms 1 to 99, given in e: 0.62, 0.09, -0.22, -0.33, 0.92, -0.23, -0.27, -0.22, -0.01, -1.38, 0.34, 0.32, 0.39, 0.35, 0.27, 0.35, -0.44, -0.48, -0.40, -0.40, -0.39, 0.20, 0.35, 0.31, 0.23, 0.26, 0.26, 0.24, 0.26, -0.63, -0.41, -0.49, -0.38, -0.38, 0.28, 0.34, 0.28, 0.31, 0.29, 0.27, 0.27, 0.27, -0.64, -0.26, 0.77, -0.59, -0.29, -0.65, 0.28, 0.24, 0.31, 0.28, 0.32, 0.24, -0.64, -0.28, 0.81, -0.60, -0.32, -0.62, 0.29, 0.25, 0.30, 0.23, 0.30, 0.29, -0.59, -0.29, 0.76, -0.58, -0.27, -0.63, 0.22, 0.30, 0.27, 0.27, 0.24, 0.30, -0.65, -0.27, 0.71, -0.58, -0.26, -0.65, 0.28, 0.29, 0.27, 0.30, 0.29, 0.26, -0.62, -0.28, 0.78, -0.58, -0.29, -0.61, 0.26, 0.23, 0.31